[1]
Computed, not measured: a molecular structure, C46H60CaN2O9P2Si, with wB97M-V/def2-TZVPD.

Results
total charge	-2
HOMO-LUMO gap	0.212	Ha
spin multiplicity	1

The geometry in XYZ format:
```
121
Properties=species:S:1:pos:R:3:lowdin_charge:R:1
Ca 0.442 2.109 -1.327 1.168
C 0.175 3.923 1.798 -0.261
Si -0.386 2.140 1.278 0.547
C -2.227 2.064 1.876 -0.324
C -2.872 3.181 2.412 -0.112
C -4.158 3.114 2.924 -0.109
C -4.847 1.911 2.901 -0.113
C -4.251 0.793 2.335 -0.117
C -2.961 0.851 1.811 -0.368
P -2.141 -0.603 1.012 1.109
C -2.877 -2.020 2.010 -0.459
C -2.410 -3.364 1.449 -0.222
C -3.052 -4.535 2.211 -0.193
C -3.221 -4.221 3.708 -0.212
C -2.156 -3.225 4.158 -0.205
C -2.368 -1.873 3.460 -0.211
C -3.099 -0.727 -0.599 -0.425
C -4.505 -1.318 -0.519 -0.209
C -5.249 -1.123 -1.855 -0.184
C -4.292 -1.200 -3.057 -0.200
C -3.120 -2.126 -2.747 -0.190
C -2.261 -1.545 -1.607 -0.207
C 0.441 1.330 2.854 -0.307
C -0.225 1.242 4.081 -0.108
C 0.415 0.832 5.242 -0.107
C 1.764 0.513 5.206 -0.114
C 2.454 0.603 4.007 -0.122
C 1.807 0.997 2.834 -0.393
P 2.655 1.067 1.198 1.134
C 4.400 1.566 1.732 -0.428
C 5.492 0.512 1.972 -0.213
C 6.184 0.005 0.700 -0.211
C 6.643 1.150 -0.200 -0.212
C 5.453 2.046 -0.527 -0.202
C 4.892 2.650 0.753 -0.231
C 2.746 -0.787 0.800 -0.417
C 1.924 -1.726 1.688 -0.202
C 2.083 -3.176 1.220 -0.204
C 1.636 -3.334 -0.232 -0.208
C 2.442 -2.399 -1.130 -0.191
C 2.293 -0.957 -0.655 -0.238
H -0.019 4.153 2.851 0.015
H -0.284 4.700 1.177 0.014
H 1.256 3.977 1.636 0.006
H -2.338 4.125 2.452 0.082
H -4.621 3.994 3.358 0.089
H -5.846 1.845 3.317 0.087
H -4.814 -0.134 2.317 0.082
H -3.971 -2.000 1.985 0.091
H -1.321 -3.410 1.538 0.102
H -2.650 -3.452 0.388 0.086
H -2.428 -5.425 2.085 0.102
H -4.029 -4.765 1.777 0.101
H -3.169 -5.142 4.295 0.097
H -4.205 -3.777 3.890 0.107
H -1.166 -3.623 3.914 0.107
H -2.186 -3.090 5.242 0.103
H -1.424 -1.329 3.457 0.084
H -3.075 -1.268 4.034 0.108
H -3.175 0.303 -0.962 0.106
H -5.082 -0.862 0.288 0.089
H -4.434 -2.388 -0.299 0.098
H -5.746 -0.150 -1.855 0.108
H -6.031 -1.886 -1.939 0.097
H -3.902 -0.204 -3.267 0.083
H -4.832 -1.541 -3.945 0.103
H -2.502 -2.266 -3.638 0.104
H -3.500 -3.114 -2.462 0.103
H -1.478 -0.903 -2.016 0.095
H -1.754 -2.366 -1.091 0.073
H -1.275 1.509 4.132 0.092
H -0.137 0.772 6.175 0.089
H 2.277 0.191 6.106 0.087
H 3.509 0.355 3.996 0.088
H 4.207 2.069 2.686 0.094
H 5.093 -0.343 2.528 0.092
H 6.257 0.975 2.610 0.110
H 5.499 -0.615 0.119 0.093
H 7.031 -0.627 0.988 0.102
H 7.090 0.745 -1.113 0.102
H 7.414 1.741 0.310 0.106
H 4.666 1.457 -1.013 0.108
H 5.731 2.846 -1.215 0.109
H 4.071 3.320 0.494 0.080
H 5.677 3.247 1.237 0.113
H 3.790 -1.100 0.877 0.078
H 0.869 -1.437 1.639 0.091
H 2.232 -1.648 2.732 0.098
H 1.514 -3.847 1.874 0.096
H 3.138 -3.465 1.303 0.108
H 0.576 -3.072 -0.309 0.095
H 1.742 -4.376 -0.554 0.102
H 2.111 -2.472 -2.168 0.102
H 3.500 -2.687 -1.097 0.113
H 1.239 -0.669 -0.725 0.092
H 2.850 -0.292 -1.320 0.093
O -3.133 1.931 -2.975 0.012
C -1.911 2.036 -3.097 -0.622
O -1.149 2.787 -2.412 -0.219
C -1.226 1.240 -4.211 -0.044
C -1.853 1.122 -5.411 0.060
C -1.211 0.509 -6.507 -0.162
C 0.078 0.036 -6.371 0.068
C 0.729 0.105 -5.152 -0.056
C 0.088 0.670 -3.977 -0.287
O 0.600 0.653 -2.828 -0.193
N 2.077 -0.398 -5.119 -0.348
O 2.655 -0.527 -4.056 0.077
O 2.614 -0.678 -6.193 0.019
N -1.880 0.389 -7.760 -0.374
O -1.290 -0.131 -8.703 0.028
O -3.029 0.804 -7.856 0.038
H -2.854 1.512 -5.533 0.130
H 0.585 -0.404 -7.214 0.122
C 1.711 4.661 -3.192 -0.011
C 2.563 4.260 -1.971 -0.706
O 3.607 4.884 -1.765 -0.020
O 2.107 3.305 -1.252 -0.297
H 2.362 4.977 -4.004 0.067
H 1.073 5.500 -2.912 0.077
H 1.078 3.835 -3.514 0.050
```

[2]
Computed, not measured: 2 unconnected molecules or ions with the total composition C4H10NOS, with wB97M-V/def2-TZVPD.

Results
total charge	-1
relative energy (zero: lowest compared OMol25 entry of this formula, charge and spin)	14.83	kcal/mol
HOMO-LUMO gap	0.244	Ha
spin multiplicity	1

The geometry in XYZ format:
```
17
Properties=species:S:1:pos:R:3:lowdin_charge:R:1
C -2.346 -0.629 -0.112 -0.408
N -1.127 -0.899 -0.612 -0.051
C -1.038 -1.722 -1.802 -0.106
O -3.372 -1.224 -0.409 -0.038
H -2.308 0.139 0.679 0.120
H -0.460 -0.120 -0.528 -0.051
H -1.342 -2.743 -1.578 0.072
H 0.000 -1.738 -2.137 0.075
H -1.674 -1.351 -2.606 0.075
C 3.052 0.081 1.167 -0.242
C 2.531 1.477 0.813 -0.822
S 0.737 1.530 0.512 0.203
H 2.933 -0.592 0.322 0.044
H 2.481 -0.332 1.997 0.043
H 4.114 0.099 1.449 0.046
H 3.057 1.833 -0.076 0.020
H 2.789 2.166 1.620 0.020
```

[3]
Computed, not measured: C4H3IOS in the gas phase, with wB97M-V/def2-TZVPD.

Results
relative energy (zero: lowest compared OMol25 entry of this formula, charge and spin)	0.00	kcal/mol
HOMO-LUMO gap	0.336	Ha
spin multiplicity	1

The geometry in XYZ format:
```
10
Properties=species:S:1:pos:R:3:lowdin_charge:R:1
O 1.427 2.375 0.072 -0.080
C 0.735 1.176 -0.003 -0.728
S -0.967 1.022 -0.005 1.080
C -0.888 -0.609 -0.006 -0.466
C 0.430 -1.067 0.015 -0.215
C 1.365 -0.029 0.025 -0.786
I 3.433 -0.037 -0.003 0.922
H 1.090 2.735 -0.788 0.122
H -1.776 -1.136 0.118 0.045
H 0.645 -2.128 -0.090 0.106
```

[4]
Computed, not measured: a molecular structure, C35H25Cl2N5O3SSiTc, with wB97M-V/def2-TZVPD.

Results
HOMO-LUMO gap (alpha / beta)	0.189 / 0.242	Ha
spin multiplicity	4
<S²>	3.785

The geometry in XYZ format:
```
73
Properties=species:S:1:pos:R:3:lowdin_charge:R:1
Tc -0.572 -1.186 -1.125 1.514
O 0.039 -1.055 3.381 0.051
C -1.263 -0.904 3.709 -0.264
C -1.558 -0.827 5.069 -0.020
C -2.862 -0.687 5.496 -0.088
C -3.902 -0.619 4.572 -0.096
C -3.615 -0.690 3.224 -0.034
C -2.301 -0.830 2.763 -0.086
C -2.040 -0.878 1.309 -0.395
O -0.775 -1.086 0.911 -0.266
N -3.007 -0.705 0.463 0.102
N -2.523 -0.828 -0.815 -0.196
C -3.277 -0.568 -1.883 -0.109
C -2.613 -0.629 -3.106 -0.297
C -3.206 -0.354 -4.369 -0.048
C -2.454 -0.373 -5.499 -0.084
C -1.069 -0.694 -5.424 -0.089
C -0.533 -0.971 -4.203 -0.149
N -1.249 -0.934 -3.052 -0.089
H 0.085 -1.145 2.407 0.058
H -0.737 -0.887 5.772 0.116
H -3.073 -0.635 6.557 0.101
H -4.926 -0.516 4.905 0.097
H -4.401 -0.640 2.483 0.107
H -4.323 -0.313 -1.775 0.121
H -4.264 -0.125 -4.399 0.113
H -2.907 -0.157 -6.458 0.103
H -0.448 -0.737 -6.307 0.095
H 0.508 -1.251 -4.100 0.102
Cl -0.619 -6.141 -0.561 0.724
C 0.755 -5.118 -0.766 -0.584
C 2.045 -5.673 -0.705 -0.114
C 3.159 -4.904 -0.880 -0.608
Cl 4.735 -5.635 -0.805 0.689
C 3.038 -3.517 -1.125 -0.170
C 4.108 -2.624 -1.345 -0.002
C 3.850 -1.303 -1.592 -0.029
C 2.524 -0.848 -1.596 -0.118
N 1.502 -1.650 -1.372 -0.028
C 1.737 -2.981 -1.160 -0.133
C 0.560 -3.771 -0.999 -0.377
O -0.616 -3.201 -1.100 -0.202
H 2.150 -6.733 -0.519 0.109
H 5.124 -2.995 -1.322 0.098
H 4.648 -0.597 -1.772 0.112
H 2.296 0.196 -1.780 0.098
S -1.740 2.870 -2.624 0.824
C -0.955 1.905 -1.693 -0.867
N -0.321 1.146 -0.987 -0.089
C -1.932 3.353 3.785 -0.074
C -0.586 3.085 4.003 -0.076
C 0.192 2.587 2.972 -0.096
C -0.359 2.355 1.707 -0.265
C -1.712 2.626 1.505 -0.088
C -2.493 3.125 2.538 -0.069
Si 0.720 1.615 0.407 0.675
C 2.096 2.671 -0.282 -0.275
C 2.072 3.263 -1.547 -0.095
C 3.166 3.974 -2.023 -0.078
C 4.304 4.106 -1.240 -0.084
C 4.347 3.526 0.021 -0.083
C 3.255 2.812 0.490 -0.105
H -2.548 3.723 4.595 0.105
H -0.150 3.249 4.980 0.105
H 1.237 2.358 3.162 0.101
H -2.179 2.429 0.548 0.084
H -3.546 3.315 2.372 0.108
H 1.376 0.393 0.897 0.027
H 1.195 3.178 -2.178 0.068
H 3.128 4.425 -3.007 0.106
H 5.157 4.659 -1.612 0.104
H 5.233 3.626 0.635 0.105
H 3.312 2.348 1.471 0.098
```